1.
Formula: C48H62As3ClCsF3N6O4P
Source: the OMol25 dataset
Level of theory: ωB97M-V/def2-TZVPD

Values from the calculation:
molecular weight: 1268.15 g/mol
energy above the lowest of the compared OMol25 structures with the same formula, charge and spin: 2.0233 eV
2S+1: 1
HOMO level: -3.4 eV
net charge: -1

Atoms and positions in Å:
Cs1 -0.85 -0.52 0.03
As1 4.75 0.67 -0.34
As2 2.07 -1.14 1.60
As3 7.10 0.76 4.83
Cl1 -2.41 1.95 7.94
P1 -0.84 3.10 -0.47
F1 1.53 3.98 -5.70
F2 5.67 0.62 -3.58
F3 3.86 1.82 -3.06
O1 -0.14 0.71 2.66
O2 -2.91 -2.46 -2.69
O3 -0.67 0.87 -2.42
O4 -0.87 -2.08 -1.82
N1 1.76 2.97 0.55
N2 -1.67 -0.48 -6.13
N3 1.05 5.18 -0.16
N4 -2.83 0.29 1.83
N5 -3.60 1.33 -0.64
N6 0.18 4.22 1.91
C1 -3.71 -1.36 -7.23
C2 -1.03 3.61 1.31
C3 -5.09 -2.37 0.55
C4 0.58 5.43 1.20
C5 4.57 0.60 -2.70
C6 0.76 2.17 -0.22
C7 -4.66 1.06 -2.78
C8 8.24 1.05 3.26
C9 0.37 2.22 -4.65
C10 -0.66 0.97 3.79
C11 5.83 2.30 -0.63
C12 -0.39 1.31 -7.19
C13 -2.58 1.19 5.33
C14 -0.86 0.38 -3.54
C15 -0.04 4.69 -1.02
C16 1.02 -2.22 2.88
C17 -2.17 0.18 -8.45
C18 -4.09 0.12 -0.28
C19 -3.87 1.77 -1.84
C20 0.76 2.87 -5.78
C21 -0.78 0.76 -8.53
C22 5.16 0.91 1.73
C23 -1.76 1.58 6.35
C24 -5.17 -0.15 -2.41
C25 -3.76 -0.38 1.03
C26 3.37 -0.52 2.98
C27 -0.38 1.68 6.13
C28 -3.06 0.47 3.07
C29 2.14 4.26 -0.14
C30 0.14 1.39 4.90
C31 -2.08 0.90 4.06
C32 1.27 3.29 1.95
C33 3.01 -2.70 0.83
C34 -1.51 -0.89 -3.75
C35 -2.26 -0.93 -7.41
C36 4.87 -0.16 2.79
C37 -1.91 -1.21 -5.01
C38 0.39 2.42 -7.05
C39 5.66 -1.43 2.49
C40 -5.40 -1.91 -0.69
C41 -4.91 -0.65 -1.12
C42 6.14 -0.69 -0.60
C43 -1.80 -1.90 -2.65
C44 -0.85 0.64 -6.03
C45 5.27 0.36 4.19
C46 -4.26 -1.61 1.40
C47 7.73 -1.06 5.23
C48 -0.45 1.08 -4.77
H1 0.97 2.34 2.40
H2 9.27 1.07 3.64
H3 5.71 -1.69 -0.64
H4 4.94 -0.35 4.96
H5 -3.42 2.72 -2.12
H6 2.12 3.74 2.47
H7 6.86 -0.64 0.22
H8 -2.49 -2.11 -5.14
H9 0.34 4.57 -2.04
H10 8.15 0.28 2.50
H11 -4.26 -0.59 -6.68
H12 -4.83 1.48 -3.76
H13 -1.31 2.73 1.88
H14 6.63 -0.47 -1.54
H15 0.70 2.54 -3.67
H16 0.23 -2.76 2.36
H17 0.57 -1.57 3.62
H18 6.22 1.19 1.81
H19 8.72 -0.99 5.67
H20 3.57 -3.26 1.58
H21 3.68 -2.38 0.03
H22 1.21 1.90 -1.18
H23 2.85 0.32 3.43
H24 7.77 -1.70 4.35
H25 6.88 2.04 -0.52
H26 5.34 -1.89 1.55
H27 1.21 1.45 4.74
H28 5.59 3.05 0.13
H29 -5.44 -3.34 0.88
H30 2.24 -3.34 0.39
H31 -2.48 -0.24 -9.41
H32 0.26 1.99 6.95
H33 0.75 2.96 -7.92
H34 -0.27 6.11 1.16
H35 5.53 -2.17 3.29
H36 2.97 4.67 0.43
H37 -2.89 0.96 -8.19
H38 -0.82 5.46 -1.07
H39 -1.85 4.33 1.38
H40 -3.65 1.11 5.51
H41 4.60 1.83 2.00
H42 1.71 -2.93 3.35
H43 -5.76 -0.74 -3.10
H44 5.66 2.69 -1.63
H45 2.59 2.36 0.59
H46 3.90 -0.17 -3.12
H47 1.39 5.90 1.76
H48 -4.08 0.30 3.46
H49 4.71 1.28 4.38
H50 0.60 1.26 0.34
H51 -5.98 -2.51 -1.38
H52 7.06 -1.51 5.96
H53 -3.98 -2.00 2.37
H54 3.35 -1.32 3.73
H55 6.73 -1.22 2.39
H56 -4.17 -1.48 -8.21
H57 -0.07 -0.03 -8.82
H58 -3.82 -2.30 -6.70
H59 -0.71 1.54 -9.29
H60 2.47 3.99 -1.14
H61 -1.67 -1.78 -7.76
H62 8.02 2.02 2.82



2.
Formula: C48H64MoN5O2PS
Source: the OMol25 dataset
Level of theory: ωB97M-V/def2-TZVPD

Values from the calculation:
molecular weight: 902.05 g/mol
energy above the lowest of the compared OMol25 structures with the same formula, charge and spin: 0.3224 eV
2S+1: 3
HOMO level (spin up / spin down): -11.9 / -12.4 eV
<S²>: 2.058
net charge: +2

Atoms and positions in Å:
Mo1 0.87 0.65 0.85
S1 0.58 1.00 -1.81
P1 -1.81 0.58 0.37
O1 -1.34 -0.59 8.64
O2 -1.74 1.45 7.89
N1 0.55 -0.78 2.39
N2 2.49 1.86 -3.45
N3 1.89 -1.08 0.20
N4 0.50 3.10 -3.37
N5 -0.72 -1.95 -1.29
C1 -2.89 -1.79 1.47
C2 -5.26 0.54 -3.62
C3 0.94 -1.98 2.15
C4 2.34 3.70 -0.69
C5 -1.35 0.34 7.67
C6 0.68 4.10 -4.43
C7 0.31 4.29 1.55
C8 0.39 -2.90 -3.30
C9 1.27 2.10 -2.96
C10 0.24 -1.68 -4.16
C11 -0.76 -4.52 -0.04
C12 1.06 2.57 3.97
C13 2.40 -3.38 0.73
C14 -1.82 3.22 -0.70
C15 3.37 0.56 3.15
C16 -0.05 -4.28 -1.35
C17 2.54 1.37 2.21
C18 2.07 2.77 0.44
C19 -0.86 -0.06 6.31
C20 1.20 -5.21 -3.21
C21 3.20 2.46 -4.58
C22 -4.02 -0.08 -3.04
C23 2.93 1.72 0.88
C24 -3.47 -1.24 -3.60
C25 2.77 -1.18 -0.81
C26 -3.88 2.68 0.59
C27 0.60 -5.34 -1.97
C28 1.90 -6.36 -3.88
C29 -2.31 -0.12 -1.28
C30 1.08 -3.98 -3.85
C31 0.17 -0.97 6.10
C32 -3.42 0.44 -1.89
C33 1.42 2.20 2.56
C34 -3.18 -0.30 1.34
C35 3.49 -2.32 -1.09
C36 3.30 -3.45 -0.31
C37 -1.40 0.62 5.22
C38 -0.13 -3.03 -1.99
C39 -0.93 0.37 3.95
C40 -1.74 -1.29 -1.88
C41 1.74 -2.19 0.97
C42 4.24 1.35 0.27
C43 0.07 -0.55 3.73
C44 -2.38 2.36 0.43
C45 -3.68 0.25 2.69
C46 1.12 3.03 1.45
C47 -2.37 -1.82 -3.04
C48 0.64 -1.22 4.82
H1 3.84 -4.37 -0.52
H2 -0.02 4.92 -4.21
H3 -5.58 1.41 -3.05
H4 1.18 -1.45 -4.66
H5 4.47 0.29 0.37
H6 0.65 -1.47 6.94
H7 1.29 1.79 4.69
H8 2.77 0.13 3.95
H9 -0.73 3.18 -0.75
H10 1.48 -1.89 4.69
H11 -2.65 -2.23 0.51
H12 -4.76 0.09 2.74
H13 1.50 -3.87 -4.84
H14 -2.18 1.35 5.40
H15 2.91 1.03 -3.05
H16 4.02 1.79 -4.84
H17 -3.94 -1.69 -4.47
H18 2.87 -0.29 -1.41
H19 1.43 4.07 -1.15
H20 3.62 3.43 -4.34
H21 0.01 2.84 4.09
H22 -0.01 4.66 0.59
H23 4.18 -2.32 -1.92
H24 -5.09 0.86 -4.65
H25 -2.07 -1.97 2.16
H26 -1.88 2.67 1.36
H27 -1.83 -4.65 -0.22
H28 -4.46 1.92 1.10
H29 2.87 4.57 -0.28
H30 1.66 3.45 4.23
H31 -0.40 -5.42 0.45
H32 1.96 -7.23 -3.22
H33 4.29 1.61 -0.79
H34 0.75 -2.79 2.84
H35 -3.88 1.31 -1.45
H36 -0.57 4.17 2.19
H37 0.44 3.70 -5.41
H38 -2.13 4.26 -0.55
H39 0.63 -6.30 -1.46
H40 -1.09 -1.46 8.30
H41 -4.35 2.87 -0.38
H42 1.68 4.52 -4.42
H43 1.38 -6.67 -4.78
H44 -6.08 -0.18 -3.65
H45 -2.22 2.88 -1.66
H46 2.92 -6.09 -4.17
H47 0.93 5.06 2.01
H48 2.20 -4.23 1.37
H49 -1.97 -2.74 -3.46
H50 2.55 2.54 -5.45
H51 -0.66 -3.67 0.63
H52 -4.00 -0.18 0.63
H53 4.12 1.20 3.62
H54 -3.78 -2.30 1.86
H55 2.97 3.27 -1.45
H56 -3.97 3.61 1.16
H57 -3.24 -0.29 3.52
H58 -3.50 1.31 2.85
H59 -0.50 -1.87 -4.95
H60 5.04 1.90 0.78
H61 -0.08 -0.80 -3.61
H62 3.90 -0.25 2.64
H63 -1.33 0.91 3.11
H64 -0.42 3.06 -2.95



3.
Formula: C48H64N2O4S2SeSr
Source: the OMol25 dataset
Level of theory: ωB97M-V/def2-TZVPD

Values from the calculation:
molecular weight: 963.76 g/mol
energy above the lowest of the compared OMol25 structures with the same formula, charge and spin: 0.0000 eV
2S+1: 1
HOMO level: -2.0 eV
net charge: -2

Atoms and positions in Å:
Sr1 -0.39 -1.28 1.09
Se1 0.75 0.82 -0.68
S1 1.71 -5.00 0.23
S2 4.50 -5.92 0.79
O1 -1.93 0.46 0.93
O2 -2.69 -2.34 0.97
O3 2.60 -6.19 2.46
O4 -0.85 -1.81 -1.16
N1 -0.06 -1.34 3.50
N2 2.77 -0.58 1.47
C1 -1.89 5.29 -2.12
C2 -3.09 2.42 0.13
C3 0.57 -1.32 4.59
C4 -0.85 -1.83 -3.56
C5 -0.56 5.55 -2.83
C6 -0.78 3.14 -1.27
C7 2.28 0.80 -6.08
C8 -1.87 3.99 -1.32
C9 -2.16 6.47 -1.18
C10 0.32 -0.01 -4.73
C11 -1.41 1.08 6.77
C12 1.29 -6.22 3.05
C13 0.29 -0.08 -2.32
C14 5.78 0.86 0.64
C15 5.58 0.53 3.13
C16 3.72 -3.41 4.05
C17 0.68 0.51 -3.50
C18 -5.46 3.18 0.63
C19 -0.80 1.96 -0.54
C20 -0.95 -4.28 -2.97
C21 3.89 -0.35 1.60
C22 -0.02 -1.29 7.08
C23 0.27 -0.02 -7.27
C24 4.58 -2.91 5.02
C25 1.98 -1.88 4.79
C26 0.75 0.70 -6.02
C27 2.86 -1.39 5.75
C28 -2.99 5.24 -3.19
C29 -0.06 -0.69 5.83
C30 -3.01 3.58 -0.62
C31 -3.07 -2.91 -3.06
C32 -4.41 2.08 0.83
C33 0.16 2.12 -6.04
C34 4.15 -1.89 5.86
C35 -0.78 0.50 5.69
C36 -1.37 0.47 8.02
C37 2.43 -2.89 3.94
C38 -5.00 0.80 0.22
C39 -0.44 -1.18 -4.72
C40 5.33 -0.10 1.76
C41 -4.22 1.92 2.35
C42 -1.94 1.55 0.22
C43 -0.48 -1.28 -2.28
C44 6.07 -1.44 1.64
C45 2.88 -5.74 1.18
C46 -1.88 -3.54 -5.13
C47 -0.68 -0.72 8.17
C48 -1.67 -3.12 -3.67
H1 7.15 -1.26 1.71
H2 0.02 -4.48 -3.44
H3 -3.01 -2.61 -2.03
H4 -0.33 4.76 -3.55
H5 -0.82 -0.10 -7.31
H6 -3.61 -2.13 -3.61
H7 -0.93 2.08 -6.00
H8 -2.17 7.42 -1.73
H9 0.52 -6.22 2.29
H10 1.25 -7.12 3.66
H11 -3.97 5.10 -2.74
H12 5.76 -2.12 2.43
H13 -3.13 6.37 -0.68
H14 0.50 2.70 -5.17
H15 0.52 -2.22 7.21
H16 0.47 2.66 -6.94
H17 2.68 1.34 -5.21
H18 5.24 -0.14 3.92
H19 2.54 -0.59 6.42
H20 -3.47 1.17 2.58
H21 -0.93 -3.73 -5.64
H22 -0.76 -4.07 -1.92
H23 -1.40 6.53 -0.40
H24 -2.44 -2.79 -5.70
H25 -0.60 6.50 -3.37
H26 0.13 3.37 -1.81
H27 5.58 -3.31 5.12
H28 -2.82 4.40 -3.87
H29 1.77 -3.26 3.18
H30 -0.65 -1.22 9.13
H31 -0.84 0.94 4.70
H32 -2.35 -2.36 0.05
H33 0.27 5.61 -2.11
H34 -5.16 1.64 2.82
H35 -1.96 2.01 6.64
H36 6.85 1.06 0.75
H37 0.68 -1.04 -7.33
H38 5.86 -1.93 0.68
H39 -0.73 -1.61 -5.67
H40 -2.86 -1.39 1.11
H41 -3.65 -3.84 -3.12
H42 -2.46 -4.47 -5.15
H43 6.65 0.72 3.26
H44 1.27 1.42 -3.44
H45 -4.31 -0.02 0.26
H46 -5.12 4.14 1.04
H47 1.15 -5.35 3.69
H48 0.60 0.52 -8.16
H49 -5.26 0.96 -0.84
H50 5.04 1.48 3.24
H51 -5.92 0.50 0.75
H52 -3.89 2.88 2.78
H53 5.24 1.81 0.70
H54 -1.55 -5.20 -3.04
H55 5.60 0.42 -0.34
H56 -3.89 4.23 -0.66
H57 4.04 -4.20 3.38
H58 4.82 -1.49 6.62
H59 -5.70 3.33 -0.43
H60 -6.38 2.89 1.14
H61 -1.87 0.92 8.87
H62 -3.01 6.16 -3.77
H63 2.73 -0.20 -6.07
H64 2.60 1.32 -6.98